The following is a quantum chemistry calculation of a structure of composition C31H47BN8PtSSe, from the OMol25 dataset.

Each line ends with the Löwdin charge.
Positions of all 90 atoms, in Å:
Pt 0.112 -0.164 -0.598  0.702
C -0.242 5.121 -0.537  -0.063
C -0.287 3.748 -1.221  -0.358
C 1.091 3.096 -1.194  -0.097
C -1.333 2.891 -0.570  -0.270
C -2.666 3.264 -0.350  -0.006
C -3.222 2.207 0.334  -0.055
N -2.280 1.267 0.498  -0.027
N -1.134 1.684 -0.052  -0.003
B -2.372 0.021 1.397  -0.531
N -2.465 -1.292 0.609  -0.030
C -3.460 -2.193 0.647  -0.058
C -3.014 -3.352 0.055  -0.005
C -1.693 -3.079 -0.321  -0.278
N -1.395 -1.832 0.020  0.004
C -0.760 -4.031 -0.999  -0.358
C -1.139 -4.143 -2.477  -0.067
C 0.686 -3.589 -0.807  -0.085
N -1.087 -0.034 2.243  -0.028
C -1.046 0.012 3.581  -0.059
C 0.273 0.041 3.974  -0.011
C 1.001 -0.001 2.781  -0.277
N 0.158 -0.051 1.750  0.018
C 2.486 0.085 2.625  -0.364
C 2.858 1.490 2.136  -0.051
C 3.202 -0.240 3.937  -0.072
H 0.550 5.730 -0.970  0.076
H -0.040 5.005 0.528  0.086
H -1.187 5.649 -0.659  0.070
H -0.587 3.901 -2.265  0.120
H 1.488 3.108 -0.181  0.067
H 1.778 3.628 -1.852  0.083
H 1.012 2.059 -1.526  -0.024
H -3.136 4.179 -0.646  0.101
H -4.221 2.074 0.697  0.119
H -3.320 0.119 2.104  0.119
H -4.409 -1.968 1.092  0.118
H -3.542 -4.274 -0.081  0.103
H -0.899 -5.019 -0.541  0.139
H -1.061 -3.171 -2.957  0.024
H -2.168 -4.481 -2.573  0.078
H -0.490 -4.849 -2.992  0.078
H 0.784 -2.536 -1.092  -0.016
H 1.363 -4.187 -1.414  0.081
H 0.964 -3.686 0.242  0.079
H -1.941 0.011 4.169  0.118
H 0.647 0.085 4.976  0.095
H 2.790 -0.642 1.865  0.113
H 2.432 2.252 2.784  0.093
H 2.474 1.636 1.130  0.042
H 3.939 1.622 2.123  0.060
H 2.932 0.484 4.702  0.078
H 4.282 -0.197 3.801  0.065
H 2.941 -1.237 4.291  0.085
S 2.523 -0.224 -1.719  0.667
C 3.903 -0.050 -0.780  -0.820
N 4.391 -1.081 -0.075  0.015
C 5.679 -1.063 0.583  -0.164
C 6.597 -0.057 -0.108  -0.149
C 5.892 1.292 -0.223  -0.172
N 4.580 1.109 -0.799  0.021
H 3.865 -1.939 -0.128  0.132
H 6.109 -2.066 0.526  0.127
H 5.558 -0.804 1.642  0.112
H 6.844 -0.424 -1.107  0.124
H 7.519 0.051 0.465  0.119
H 6.469 1.964 -0.865  0.126
H 5.809 1.760 0.767  0.111
H 4.145 1.868 -1.300  0.129
C 0.308 0.179 -8.872  -0.057
C 0.203 0.204 -7.379  -0.281
C -0.427 1.240 -6.710  -0.024
C -0.657 1.194 -5.343  -0.307
C -1.293 2.382 -4.691  -0.085
C -0.251 0.063 -4.621  -0.491
Se -0.990 -0.224 -2.857  0.677
C 0.497 -0.931 -5.263  -0.301
C 1.063 -2.107 -4.534  -0.090
C 0.711 -0.842 -6.628  -0.026
H 0.023 1.135 -9.301  0.070
H -0.367 -0.582 -9.266  0.082
H 1.315 -0.076 -9.193  0.076
H -0.776 2.095 -7.274  0.110
H -1.780 3.007 -5.436  0.074
H -0.518 2.973 -4.201  0.072
H -2.019 2.087 -3.936  0.035
H 1.157 -1.892 -3.473  -0.014
H 2.048 -2.347 -4.930  0.082
H 0.422 -2.978 -4.668  0.078
H 1.262 -1.628 -7.127  0.118

The spin multiplicity is 3. The calculation puts the HOMO energy (spin up / spin down) at -6.2 / -6.7 eV. Its orbital gap (spin up / spin down) is 6.4 / 6.2 eV. Its total energy is -124937.725 eV. The lowest unoccupied orbital energy (spin up / spin down) is 0.17 / -0.44 eV.